Computed, not measured: a structure of composition C2H7N2S2 at a distorted geometry, with ωB97M-V with the def2-TZVPD basis set.

E_LUMO (spin up / spin down): -5.6 / -5.8 eV
charge: +1
gap between HOMO and LUMO (spin up / spin down): 0.259 / 0.247 Ha
HOMO energy (spin up / spin down): -12.7 / -12.5 eV
calculated total energy: -985.956338 Ha
energy above the lowest of the compared OMol25 structures with the same formula, charge and spin: 259.96 kJ/mol

Geometry as XYZ:
```
13
Properties=species:S:1:pos:R:3:nbo_charge:R:1
C -0.651 0.065 -0.936 0.11
C -0.266 -0.536 0.215 -0.01
N -1.700 0.836 -1.031 -0.66
N 0.680 -1.623 0.023 -0.72
S 2.763 1.966 0.717 0.07
S 0.893 1.524 0.732 -0.07
H -0.027 -0.250 -1.844 0.24
H -0.695 -0.339 1.148 0.25
H -1.801 1.335 -1.893 0.43
H -2.213 1.178 -0.253 0.42
H 1.001 -2.125 0.784 0.41
H 3.506 1.456 1.908 0.17
H 1.077 -1.615 -0.814 0.38
```

***

Computed, not measured: a cluster of 2 separate species, C6H12O2 in total at a distorted geometry, with ωB97M-V with the def2-TZVPD basis set.

E_LUMO: 0.8 eV
charge: 0
gap between HOMO and LUMO: 0.328 Ha
HOMO energy: -8.1 eV
calculated total energy: -386.167890 Ha
energy above the lowest of the compared OMol25 structures with the same formula, charge and spin: 399.78 kJ/mol
SMILES string: CC(C)=C/C=C/O.O

Geometry as XYZ:
```
20
Properties=species:S:1:pos:R:3:nbo_charge:R:1
C 1.262 -1.760 -0.151 -0.70
C 0.570 -0.564 0.369 0.04
C 0.607 0.629 -0.607 -0.65
C -0.137 -0.322 1.524 -0.25
C -1.212 0.722 1.596 -0.31
C -0.780 2.013 1.599 0.14
O -1.587 3.030 1.388 -0.72
H 0.557 -2.392 -0.766 0.26
H 2.296 -1.695 -0.518 0.22
H 1.532 -2.650 0.481 0.23
H 1.363 0.456 -1.399 0.20
H 0.909 1.550 -0.144 0.21
H -0.455 0.630 -0.927 0.24
H -0.204 -0.969 2.370 0.20
H -2.232 0.188 1.673 0.23
H 0.220 2.332 1.397 0.17
H -2.238 3.321 2.045 0.49
O -0.368 -1.562 -2.972 -0.93
H -0.311 -2.095 -3.832 0.47
H 0.209 -0.861 -3.125 0.47
```

***

Computed, not measured: a structure of composition C39H50MoNO2STe at a distorted geometry, with ωB97M-V with the def2-TZVPD basis set.

E_LUMO (spin up / spin down): -5.5 / -5.3 eV
charge: +1
gap between HOMO and LUMO (spin up / spin down): 0.174 / 0.200 Ha
⟨S²⟩: 2.50
HOMO energy (spin up / spin down): -10.3 / -10.8 eV
calculated total energy: -2455.351113 Ha
2S+1: 3

Geometry as XYZ:
```
95
Properties=species:S:1:pos:R:3:lowdin_spin:R:1
Mo 0.026 0.391 -2.011 1.93
C 5.575 2.077 3.036 0.00
C 4.063 1.596 3.292 0.00
C 3.206 2.674 4.001 0.00
C 4.148 0.348 4.228 0.00
C 3.435 1.403 1.895 -0.02
C 2.072 1.061 1.794 -0.01
C 1.511 0.850 0.530 -0.02
N 0.360 0.137 0.114 -0.11
C -0.511 -0.664 0.807 0.13
C -0.397 -0.899 2.200 -0.05
C -1.366 -1.426 2.986 0.11
C -2.593 -1.686 2.341 -0.02
C -2.743 -1.683 1.016 0.06
C -1.804 -1.055 0.146 0.09
O -1.936 -0.820 -1.107 0.20
C -3.980 -2.468 0.615 0.00
C -3.830 -2.929 -0.870 0.00
C -4.254 -3.675 1.530 0.00
C -5.156 -1.519 0.837 0.00
C -1.227 -1.858 4.472 0.01
C -1.819 -3.275 4.653 0.01
C 0.193 -1.807 4.951 0.00
C -1.998 -0.945 5.417 0.01
C 2.289 1.374 -0.569 -0.08
O 1.704 1.445 -1.759 0.02
C 3.671 1.617 -0.489 0.00
C 4.210 1.525 0.749 -0.06
C 4.520 1.933 -1.682 0.00
C 5.968 2.277 -1.191 0.00
C 3.976 3.138 -2.547 0.00
C 4.604 0.755 -2.661 0.00
H 6.126 2.322 3.980 0.00
H 5.560 2.889 2.347 0.00
H 6.141 1.261 2.578 0.00
H 3.924 3.280 4.611 0.00
H 2.477 2.193 4.670 0.00
H 2.603 3.251 3.320 0.00
H 4.542 0.676 5.186 0.00
H 4.829 -0.427 3.788 0.00
H 3.175 -0.092 4.393 0.00
H 1.481 1.063 2.725 0.00
H 0.622 -0.773 2.535 0.00
H -3.408 -1.958 2.999 0.00
H -3.120 -3.767 -1.009 0.00
H -3.578 -2.100 -1.512 0.00
H -4.847 -3.256 -1.253 0.00
H -3.366 -4.200 1.841 0.00
H -4.796 -4.370 0.919 0.00
H -4.864 -3.373 2.369 0.00
H -5.325 -0.968 -0.081 0.00
H -4.996 -0.853 1.685 0.00
H -6.111 -2.051 1.025 0.00
H -1.280 -4.067 4.090 0.00
H -2.860 -3.302 4.263 0.00
H -1.719 -3.500 5.751 0.00
H 0.850 -2.518 4.466 0.00
H 0.334 -1.963 6.063 0.00
H 0.722 -0.847 4.666 0.00
H -2.936 -0.673 4.969 0.00
H -1.501 0.079 5.567 0.00
H -2.128 -1.411 6.402 0.00
H 5.263 1.471 0.768 0.00
H 6.003 3.123 -0.557 0.00
H 6.611 2.464 -2.070 0.00
H 6.327 1.403 -0.648 0.00
H 3.673 3.954 -1.963 0.00
H 3.128 2.734 -3.129 0.00
H 4.750 3.485 -3.227 0.00
H 4.922 -0.250 -2.273 0.00
H 5.239 0.976 -3.514 0.00
H 3.613 0.530 -3.138 0.00
Te 0.748 -1.278 -3.826 -0.08
C -0.402 -1.243 -5.699 0.01
C -1.760 -1.428 -5.895 0.00
C -2.265 -1.224 -7.210 0.00
C -1.270 -1.007 -8.108 0.00
S 0.259 -1.102 -7.355 0.00
H -2.408 -1.599 -5.025 0.00
H -3.304 -1.350 -7.470 0.00
H -1.308 -0.954 -9.188 0.00
C -1.346 2.099 -2.345 -0.07
C -2.550 1.724 -3.087 0.00
C -3.792 1.479 -2.472 -0.02
C -4.876 1.171 -3.234 0.00
C -4.842 1.247 -4.620 -0.03
C -3.616 1.459 -5.255 0.00
C -2.442 1.615 -4.531 -0.02
H -1.503 2.451 -1.315 0.00
H -0.688 2.739 -3.012 0.01
H -3.871 1.670 -1.407 0.00
H -5.814 0.953 -2.727 0.00
H -5.758 1.198 -5.186 0.00
H -3.675 1.483 -6.337 0.00
H -1.507 1.569 -5.023 0.00
```

***

Computed, not measured: a structure of composition C39H37HgOP2SSi at a distorted geometry, with ωB97M-V with the def2-TZVPD basis set.

E_LUMO (spin up / spin down): 0.5 / -0.7 eV
charge: 0
gap between HOMO and LUMO (spin up / spin down): 0.255 / 0.259 Ha
⟨S²⟩: 0.76
HOMO energy (spin up / spin down): -6.4 / -7.7 eV
calculated total energy: -3107.360753 Ha
2S+1: 2

Geometry as XYZ:
```
82
Properties=species:S:1:pos:R:3:lowdin_spin:R:1
Hg 2.328 2.060 0.653 0.17
C 2.899 -0.956 -2.661 0.08
Si 1.497 -0.129 -1.675 0.44
C 0.703 1.215 -2.771 0.06
C 1.285 1.503 -4.011 0.02
C 0.743 2.438 -4.874 0.00
C -0.413 3.117 -4.518 0.02
C -0.992 2.874 -3.285 0.00
C -0.438 1.949 -2.401 0.02
P -1.221 1.655 -0.767 0.01
C -2.955 1.534 -1.392 0.00
C -3.910 2.543 -1.330 0.00
C -5.162 2.357 -1.902 0.00
C -5.476 1.162 -2.531 0.00
C -4.534 0.143 -2.582 0.00
C -3.283 0.330 -2.020 0.00
C -1.231 3.316 0.011 0.00
C -1.938 3.426 1.211 0.00
C -1.938 4.613 1.924 0.00
C -1.234 5.710 1.447 0.00
C -0.515 5.604 0.266 0.00
C -0.507 4.413 -0.447 0.00
C 0.232 -1.546 -1.384 0.07
C -0.203 -2.259 -2.504 0.01
C -1.095 -3.312 -2.392 0.00
C -1.566 -3.687 -1.144 0.00
C -1.161 -2.991 -0.018 0.00
C -0.258 -1.930 -0.116 0.00
P 0.342 -1.015 1.368 0.04
C 1.389 -2.273 2.245 0.00
C 2.460 -1.756 2.972 0.00
C 3.268 -2.581 3.742 0.00
C 3.010 -3.941 3.804 0.00
C 1.944 -4.469 3.087 0.00
C 1.149 -3.645 2.305 0.00
C -1.128 -1.108 2.474 0.01
C -2.417 -0.913 1.979 0.00
C -3.513 -0.907 2.830 0.00
C -3.335 -1.093 4.193 0.00
C -2.055 -1.262 4.700 0.00
C -0.959 -1.254 3.852 0.00
H 2.635 -1.050 -3.718 0.01
H 3.825 -0.389 -2.577 0.00
H 3.083 -1.960 -2.278 0.00
H 2.187 0.979 -4.304 0.00
H 1.210 2.629 -5.831 0.00
H -0.859 3.833 -5.196 0.00
H -1.894 3.404 -3.005 0.00
H -3.677 3.478 -0.837 0.00
H -5.891 3.156 -1.865 0.00
H -6.452 1.023 -2.978 0.00
H -4.774 -0.796 -3.067 0.00
H -2.543 -0.466 -2.066 0.00
H -2.485 2.564 1.582 0.00
H -2.483 4.684 2.857 0.00
H -1.226 6.637 2.005 0.00
H 0.047 6.453 -0.102 0.00
H 0.064 4.341 -1.363 0.00
H 0.151 -1.970 -3.488 0.00
H -1.431 -3.833 -3.281 0.00
H -2.247 -4.524 -1.050 0.00
H -1.567 -3.270 0.946 0.00
H 2.638 -0.687 2.950 0.00
H 4.094 -2.160 4.305 0.00
H 3.615 -4.590 4.425 0.00
H 1.722 -5.527 3.152 0.00
H 0.326 -4.084 1.761 0.00
H -2.571 -0.785 0.920 0.00
H -4.506 -0.755 2.425 0.00
H -4.189 -1.098 4.858 0.00
H -1.909 -1.398 5.765 0.00
H 0.036 -1.372 4.263 0.00
C 6.543 -0.491 1.281 0.00
S 4.820 -0.344 0.701 0.01
C 4.632 -2.110 0.286 0.00
O 4.896 0.369 -0.594 0.01
H 7.153 -0.955 0.507 0.00
H 6.555 -1.079 2.198 0.00
H 6.898 0.519 1.477 0.00
H 4.982 -2.727 1.111 0.00
H 5.206 -2.290 -0.621 0.00
H 3.573 -2.295 0.112 0.00
```

***

Computed, not measured: a structure of composition Br2H2N2O2S at a distorted geometry, with ωB97M-V with the def2-TZVPD basis set.

E_LUMO (spin up / spin down): -1.9 / -2.0 eV
charge: 0
gap between HOMO and LUMO (spin up / spin down): 0.276 / 0.295 Ha
HOMO energy (spin up / spin down): -9.4 / -10.0 eV
calculated total energy: -5807.237863 Ha
energy above the lowest of the compared OMol25 structures with the same formula, charge and spin: 235.62 kJ/mol

Geometry as XYZ:
```
9
Properties=species:S:1:pos:R:3:nbo_charge:R:1
N -1.662 0.064 -0.536 -1.00
N 1.817 -0.741 -0.327 -0.62
O -0.656 0.631 1.728 -0.87
O -0.344 2.225 -0.147 -0.86
S -0.384 0.877 0.381 2.00
Br 1.212 -2.339 0.310 0.27
Br 3.244 0.111 0.455 0.29
H -1.628 0.053 -1.630 0.41
H -1.599 -0.881 -0.234 0.37
```

***

Computed, not measured: the ion C3H7N2 with charge +1 at a distorted geometry, with ωB97M-V with the def2-TZVPD basis set.

E_LUMO: -3.7 eV
charge: +1
gap between HOMO and LUMO: 0.419 Ha
HOMO energy: -15.1 eV
calculated total energy: -227.660961 Ha
energy above the lowest of the compared OMol25 structures with the same formula, charge and spin: 245.19 kJ/mol
SMILES string: [NH3+]C[C@H]1C=N1

Geometry as XYZ:
```
12
Properties=species:S:1:pos:R:3:nbo_charge:R:1
N -1.124 0.785 -0.075 -0.67
C -0.604 -0.647 -0.113 -0.24
C 0.851 -0.581 0.499 -0.18
C 1.834 -0.136 -0.454 0.15
N 1.469 0.736 0.286 -0.33
H -0.373 1.369 -0.074 0.44
H -1.757 1.077 -0.790 0.45
H -1.352 1.122 0.857 0.45
H -0.493 -0.936 -1.132 0.23
H -1.157 -1.299 0.486 0.24
H 0.985 -1.004 1.443 0.23
H 2.313 -0.308 -1.360 0.24
```

***

Computed, not measured: an isolated molecule of C4H7N3 at a distorted geometry, with ωB97M-V with the def2-TZVPD basis set.

E_LUMO: 0.6 eV
charge: 0
gap between HOMO and LUMO: 0.379 Ha
HOMO energy: -9.7 eV
calculated total energy: -320.861465 Ha
energy above the lowest of the compared OMol25 structures with the same formula, charge and spin: 57.33 kJ/mol
SMILES string: CC/N=C(/N)C#N

Geometry as XYZ:
```
14
Properties=species:S:1:pos:R:3:nbo_charge:R:1
C 1.682 -1.096 -0.155 -0.61
C 0.952 -0.197 0.837 -0.24
N -0.479 -0.256 0.669 -0.43
C -1.144 0.539 -0.061 0.32
N -2.514 0.537 0.090 -0.79
C -0.588 1.510 -1.009 0.20
N -0.119 2.227 -1.789 -0.27
H 1.606 -0.701 -1.173 0.21
H 1.261 -2.106 -0.140 0.21
H 2.744 -1.161 0.100 0.21
H 1.330 0.833 0.778 0.18
H 1.125 -0.550 1.859 0.20
H -2.733 -0.244 0.698 0.40
H -3.122 0.664 -0.705 0.39
```

***

Computed, not measured: a structure of composition C45H25CuI4N4O2 at a distorted geometry, with ωB97M-V with the def2-TZVPD basis set.

E_LUMO (spin up / spin down): 1.2 / 1.2 eV
charge: -1
gap between HOMO and LUMO (spin up / spin down): 0.206 / 0.206 Ha
⟨S²⟩: 0.75
HOMO energy (spin up / spin down): -4.4 / -4.4 eV
calculated total energy: -4930.668244 Ha
2S+1: 2

Geometry as XYZ:
```
81
Properties=species:S:1:pos:R:3:lowdin_spin:R:1
Cu 0.011 0.041 0.038 0.75
I 7.317 -6.597 -0.680 0.00
C 5.703 -5.186 -0.605 0.00
C 5.154 -4.954 0.639 0.00
C 4.191 -3.954 0.729 0.00
C 3.704 -3.252 -0.373 0.00
C 4.263 -3.561 -1.616 0.00
C 5.288 -4.488 -1.709 0.00
C 2.586 -2.261 -0.168 0.00
C 2.940 -0.877 -0.153 0.00
C 4.305 -0.375 0.092 0.00
C 4.176 0.955 0.133 0.00
C 2.756 1.329 -0.082 0.00
C 2.232 2.582 -0.207 0.00
C 3.145 3.756 0.188 0.00
C 3.611 3.899 1.480 0.00
C 4.627 4.821 1.734 0.00
C 5.091 5.654 0.692 0.00
I 6.443 7.170 1.143 0.00
C 4.492 5.661 -0.571 0.00
C 3.546 4.664 -0.828 0.00
C 0.928 2.885 -0.525 0.00
N -0.096 1.957 -0.587 0.06
C -1.263 2.630 -0.817 0.00
C -2.556 2.128 -0.782 0.00
C -3.691 3.013 -1.342 0.00
C -3.887 3.002 -2.711 0.00
C -4.979 3.665 -3.292 0.00
C -5.826 4.358 -2.442 0.00
I -7.410 5.473 -3.375 0.00
C -5.738 4.284 -1.056 0.00
C -4.598 3.698 -0.508 0.00
C -2.867 0.815 -0.310 0.00
C -4.257 0.294 -0.285 0.00
C -4.131 -1.029 0.138 0.00
C -2.742 -1.223 0.316 0.00
N -2.033 -0.114 0.023 0.05
C -2.202 -2.518 0.583 0.00
C -0.839 -2.871 0.378 0.00
C -0.317 -4.217 0.415 0.00
C 0.941 -4.190 0.109 0.00
C 1.274 -2.735 -0.080 0.00
N 0.155 -2.033 0.048 0.05
C -3.148 -3.637 0.983 0.00
C -3.659 -3.735 2.273 0.00
C -4.642 -4.595 2.665 0.00
C -5.244 -5.363 1.682 0.00
I -6.979 -6.388 2.302 0.00
C -4.732 -5.442 0.417 0.00
C -3.658 -4.569 0.071 0.00
C -0.962 3.984 -1.186 0.00
C 0.355 4.170 -0.898 0.00
N 2.046 0.161 -0.171 0.06
H 5.488 -5.526 1.531 0.00
H 3.801 -3.784 1.710 0.00
H 3.946 -3.048 -2.479 0.00
H 5.850 -4.646 -2.622 0.00
H 5.217 -0.998 0.188 0.00
H 4.982 1.639 0.341 0.00
H 3.123 3.314 2.220 0.00
H 5.149 4.917 2.682 0.00
H 4.836 6.372 -1.255 0.00
H 3.207 4.559 -1.823 0.00
H -3.088 2.384 -3.182 0.00
H -5.047 3.682 -4.357 0.00
H -6.427 4.845 -0.436 0.00
H -4.403 3.735 0.569 0.00
H -5.063 0.983 -0.416 0.00
H -4.765 -1.855 0.380 0.00
H -0.889 -5.124 0.693 0.00
H 1.666 -4.933 0.062 0.00
H -3.293 -3.028 3.003 0.00
H -4.993 -4.606 3.696 0.00
H -5.180 -6.013 -0.369 0.00
H -3.308 -4.468 -0.965 0.00
H -1.689 4.753 -1.375 0.00
H 0.941 5.053 -0.952 0.00
O 1.241 1.923 2.456 0.00
C 0.312 1.217 2.830 0.00
O -0.148 0.175 2.217 0.00
H -0.291 1.591 3.741 0.00
```